Here is C46H27FN9NaO3 as an isolated structure in a non-equilibrium geometry from the Open Molecules 2025 dataset. Energies are from ωB97M-V/def2-TZVPD.

Cartesian coordinates (Å):
N: 1.533 2.667 -0.779
C: -4.883 -1.806 0.499
C: 1.224 -0.345 2.544
C: 1.308 5.452 -3.158
C: 1.113 -2.165 -1.461
C: -1.920 -5.848 -0.458
N: 2.827 0.689 0.746
N: 3.863 2.014 -0.955
C: -3.657 4.042 -1.119
C: 2.355 5.995 -3.889
H: 6.896 -3.244 0.606
H: -3.511 -0.223 0.018
C: 1.586 4.402 -2.295
C: -5.079 -3.174 0.615
C: -0.732 0.577 2.550
H: -6.540 2.899 0.270
C: 0.164 1.589 3.118
C: -2.825 -3.539 -0.157
C: -1.355 -1.542 -0.689
C: -2.014 1.823 1.209
H: -1.011 3.310 3.673
O: 1.747 -3.123 -1.946
H: -5.300 -5.779 0.312
C: -4.582 2.287 0.889
C: 3.814 0.999 -0.105
C: 2.515 1.623 3.710
H: 0.296 5.827 -3.257
H: -5.734 4.440 -1.473
C: -0.035 2.837 3.692
C: -1.298 3.183 -0.365
H: -6.036 -3.554 0.954
H: -3.741 -6.032 -1.572
Na: 0.708 0.598 -0.209
C: 4.377 -1.022 0.837
N: 2.209 -1.137 2.080
N: -0.916 2.326 0.597
C: 6.085 -0.202 -0.668
C: -0.321 -2.518 -0.972
H: -3.969 -5.842 1.465
C: -3.690 -1.286 0.083
H: 3.496 1.163 3.698
H: -3.292 4.706 -1.893
N: -0.092 -0.603 2.389
C: 1.427 0.993 3.122
C: 3.936 4.437 -2.911
C: -2.765 3.317 -0.348
H: 4.454 5.953 -4.339
O: 1.468 -0.983 -1.291
H: 6.457 0.553 -1.351
C: 2.801 2.784 -1.224
O: -1.253 -0.325 -0.822
F: -5.921 -0.992 0.822
C: 0.766 3.596 -1.389
H: -3.449 -7.340 -0.417
C: -3.385 -6.260 -0.563
C: 6.811 -1.359 -0.413
H: 2.169 6.813 -4.577
C: -4.247 -5.528 0.452
H: -0.067 -6.450 -1.470
H: 0.216 -4.503 -1.123
N: -0.545 3.818 -1.251
C: 6.319 -2.341 0.446
H: 0.927 4.446 4.729
C: 3.657 5.497 -3.762
H: -1.404 -7.591 -1.605
C: -3.226 2.436 0.647
H: 7.769 -1.511 -0.898
C: 2.891 3.889 -2.183
C: 3.085 -0.512 1.313
H: 3.143 3.388 4.749
N: -1.964 0.817 2.066
H: 4.689 -2.945 1.731
C: 5.092 -2.180 1.079
C: -5.017 3.886 -0.878
H: -1.529 -6.197 0.507
C: -0.592 -3.832 -0.873
N: -1.788 -4.388 -0.511
H: -4.933 1.603 1.653
C: -1.145 -6.531 -1.587
H: -1.422 -6.081 -2.541
C: 1.049 3.468 4.276
C: -4.056 -4.043 0.302
C: -2.644 -2.148 -0.251
C: 4.867 -0.035 -0.035
C: -5.474 3.017 0.114
H: 4.938 4.036 -2.816
C: 2.313 2.865 4.287

Computed properties:
HOMO-LUMO gap (spin up / spin down) = 4.509 / 4.386 eV
E_LUMO (spin up / spin down) = 3.80 / 3.80 eV
Energy = -74833.2597 eV
Charge = -2
Multiplicity = 1


Here is a 7-piece molecular cluster, C46H30BF6IO33 overall in a non-equilibrium geometry from the Open Molecules 2025 dataset. Energies are from ωB97M-V/def2-TZVPD.

Cartesian coordinates (Å):
F: -2.488 6.829 1.794
O: -4.217 5.385 -0.952
H: -2.564 11.975 1.294
H: -2.381 0.355 -2.032
H: 1.122 -0.405 -2.267
C: 4.397 1.376 -0.033
H: -1.176 4.290 -6.936
C: 4.021 -15.309 2.512
C: -3.404 -2.705 4.547
O: -1.788 12.561 1.205
O: -0.694 -3.610 6.647
O: -1.467 4.551 -2.254
C: 6.792 1.342 -0.468
H: 3.906 -16.220 1.940
C: -1.708 10.953 -0.627
C: 0.261 -6.856 5.576
C: -3.413 6.111 -0.339
C: -1.126 12.118 0.099
H: 1.529 11.226 -3.457
O: 0.756 -3.299 4.351
F: -1.128 2.829 0.938
O: -3.333 4.332 -6.895
C: 4.241 0.123 -0.824
C: -0.688 3.864 0.058
O: -3.317 7.488 -0.772
C: -2.758 -3.046 5.664
C: -3.927 2.078 -2.002
C: -1.816 5.070 -8.521
C: 0.102 11.069 -2.250
C: -4.333 1.776 -0.485
F: -0.414 6.364 -0.253
C: -1.238 -2.767 3.235
O: 7.607 -0.399 -1.813
C: 0.767 -9.105 4.792
C: -3.189 4.863 -7.980
O: -2.502 1.124 -3.902
C: 0.000 12.704 -0.315
C: -2.751 6.064 -10.537
C: 5.553 -13.509 3.427
H: 0.985 -3.535 5.271
C: -1.022 10.482 -1.833
H: 5.186 -1.376 -1.986
O: 0.111 -5.664 5.362
H: 5.848 2.834 0.703
C: -0.985 5.346 0.585
O: 0.925 0.529 -2.528
O: -2.607 6.567 -11.639
H: -4.176 7.869 -0.445
O: -3.315 -2.260 2.243
H: 2.409 0.212 -0.424
C: 6.631 0.104 -1.282
C: -2.547 1.416 -2.467
O: -4.874 2.644 0.231
C: -2.514 5.679 0.917
O: 1.725 -15.212 3.008
O: -0.244 -6.485 7.932
C: -1.311 -3.283 5.648
H: 0.434 13.548 0.203
O: 2.191 -12.912 4.390
H: 0.778 -7.405 3.526
O: -0.772 4.663 -7.747
C: -4.324 5.319 -8.791
C: -4.123 5.882 -9.984
O: 1.110 -9.996 3.822
H: -0.285 -5.615 7.485
O: -4.748 -2.480 4.549
F: -3.209 4.672 1.626
H: 8.626 1.244 -0.850
C: 2.986 -14.705 3.100
O: -1.724 2.492 -5.625
C: 0.628 -7.804 4.520
I: -3.997 -0.220 0.399
O: 3.417 1.898 0.470
H: -4.758 1.607 -2.659
H: 7.382 -13.629 3.032
H: -4.762 6.678 -11.558
O: 2.986 -0.397 -0.929
C: -2.686 -2.555 3.249
H: -4.975 -2.251 3.627
H: -3.897 3.183 -2.286
H: -3.268 -3.160 6.611
O: 0.668 -10.831 6.379
C: 0.073 -7.383 6.957
C: -1.616 5.630 -9.717
H: 4.634 -12.001 4.597
C: 0.699 12.216 -1.509
C: 0.208 -8.683 7.230
H: 1.145 -10.868 4.268
O: 6.338 -15.267 2.087
C: 0.552 -9.637 6.170
C: -0.588 -3.105 4.352
O: 6.817 -13.016 3.542
C: -1.148 2.130 -2.146
H: 0.072 -9.079 8.227
H: -1.465 9.647 -2.361
C: 5.372 -14.751 2.622
C: -1.139 3.606 -1.480
C: 5.746 1.934 0.112
H: 1.159 -14.596 3.513
O: -2.728 10.431 -0.209
O: 0.748 10.643 -3.371
O: 1.737 12.717 -1.908
C: 3.162 -13.448 3.882
C: -1.574 2.079 -4.451
O: -0.124 0.377 -0.311
F: -0.271 5.471 1.835
C: 4.517 -12.903 4.012
O: -0.592 2.434 -3.484
H: -1.030 -0.016 -0.197
B: -0.101 0.998 -1.612
H: -5.315 5.179 -8.380
H: -0.625 5.784 -10.122
O: -5.167 6.313 -10.747
F: 0.754 3.738 0.032
H: -0.727 -2.637 2.290
C: 5.286 -0.467 -1.407
O: 8.051 1.848 -0.340

Computed properties:
HOMO-LUMO gap = 7.469 eV
E_LUMO = -1.99 eV
Energy = -140832.3137 eV
Structure (SMILES) = O=C(I)C[C@H]1OC(=O)O[C@@]1(B(O)O)C(=O)C(F)(F)C(F)(F)C(F)(F)C(=O)O.O=C1C=C(O)C(=O)C=C1O.O=C1C=C(O)C(=O)C=C1O.O=C1C=C(O)C(=O)C=C1O.O=C1C=C(O)C(=O)C=C1O.O=C1C=C(O)C(=O)C=C1O.O=C1C=C(O)C(=O)C=C1O
Charge = 0
Multiplicity = 1